{
  "formula": "C99H210N7O7",
  "method": "wB97M-V/def2-TZVPD",
  "s_squared": 15.78,
  "multiplicity": 8,
  "homo_lumo_gap_ev": [6.9, 8.5],
  "total_charge": 0,
  "symbols": ["C", "C", "C", "C", "C", "C", "H", "H", "H", "H", "H", "H", "H", "H", "H", "H", "H", "H", "H", "H", "C", "C", "C", "C", "C", "C", "H", "H", "H", "H", "H", "H", "H", "H", "H", "H", "H", "H", "H", "H", "C", "C", "C", "C", "C", "C", "H", "H", "H", "H", "H", "H", "H", "H", "H", "H", "H", "H", "H", "H", "C", "C", "C", "C", "C", "C", "H", "H", "H", "H", "H", "H", "H", "H", "H", "H", "H", "H", "H", "H", "C", "C", "C", "C", "C", "C", "H", "H", "H", "H", "H", "H", "H", "H", "H", "H", "H", "H", "H", "H", "C", "C", "C", "C", "C", "C", "H", "H", "H", "H", "H", "H", "H", "H", "H", "H", "H", "H", "H", "H", "C", "C", "C", "C", "C", "C", "N", "O", "C", "C", "C", "H", "H", "H", "H", "H", "H", "H", "H", "H", "H", "H", "H", "H", "H", "H", "H", "H", "H", "C", "C", "C", "C", "C", "C", "N", "O", "C", "C", "C", "H", "H", "H", "H", "H", "H", "H", "H", "H", "H", "H", "H", "H", "H", "H", "H", "H", "H", "C", "C", "C", "C", "C", "C", "N", "O", "C", "C", "C", "H", "H", "H", "H", "H", "H", "H", "H", "H", "H", "H", "H", "H", "H", "H", "H", "H", "H", "C", "C", "C", "C", "C", "C", "N", "O", "C", "C", "C", "H", "H", "H", "H", "H", "H", "H", "H", "H", "H", "H", "H", "H", "H", "H", "H", "H", "H", "C", "C", "C", "C", "C", "C", "N", "O", "C", "C", "C", "H", "H", "H", "H", "H", "H", "H", "H", "H", "H", "H", "H", "H", "H", "H", "H", "H", "H", "C", "C", "C", "C", "C", "C", "N", "O", "C", "C", "C", "H", "H", "H", "H", "H", "H", "H", "H", "H", "H", "H", "H", "H", "H", "H", "H", "H", "H", "C", "C", "C", "C", "C", "C", "N", "O", "C", "C", "C", "H", "H", "H", "H", "H", "H", "H", "H", "H", "H", "H", "H", "H", "H", "H", "H", "H", "H"],
  "xyz": [[6.3527, 0.8924, -1.1057], [5.9233, 1.8859, -0.0117], [7.0756, 2.4287, 0.8378], [6.4301, 3.4375, 1.8141], [7.3098, 4.2972, 2.6840], [6.4889, 4.9501, 3.7644], [5.4993, 0.6547, -1.6854], [6.6438, -0.1282, -0.7233], [7.1884, 1.2364, -1.6578], [5.4996, 2.7956, -0.4594], [5.1984, 1.5308, 0.7103], [7.7840, 2.9041, 0.1560], [7.4903, 1.5741, 1.4323], [5.7886, 4.0315, 1.2226], [5.8814, 2.8318, 2.5188], [8.1477, 3.6690, 3.0975], [7.8022, 5.1160, 2.1593], [5.9439, 4.2087, 4.3759], [7.0987, 5.4687, 4.4956], [5.7285, 5.6893, 3.2806], [2.5932, -2.3165, -6.5501], [2.9606, -0.8543, -6.7968], [3.9040, -0.3166, -5.7434], [4.3342, 1.1389, -5.9237], [4.8760, 1.7446, -4.6107], [5.1374, 3.2631, -4.6838], [3.5464, -2.8574, -6.4869], [2.0116, -2.7528, -7.3914], [2.1464, -2.2640, -5.5476], [3.3356, -0.7342, -7.8263], [2.0906, -0.2728, -6.7576], [4.7444, -1.0325, -5.6167], [3.3481, -0.4479, -4.7282], [4.9930, 1.2552, -6.7545], [3.4881, 1.7542, -6.2695], [4.1773, 1.5535, -3.8078], [5.7889, 1.1574, -4.3470], [5.2807, 3.6094, -3.6515], [5.9731, 3.5064, -5.3196], [4.2489, 3.6882, -5.1732], [-0.9283, -5.3767, -8.6413], [-2.1199, -4.5504, -9.0325], [-1.6713, -3.1909, -9.5898], [-1.2804, -2.0808, -8.6013], [-2.3922, -1.6518, -7.6369], [-3.6190, -1.1599, -8.4147], [-1.0783, -6.4085, -8.2205], [-0.3339, -4.8240, -7.9177], [-0.2749, -5.4793, -9.5460], [-2.8062, -4.9515, -9.7759], [-2.7202, -4.3017, -8.1049], [-2.4686, -2.8594, -10.1832], [-0.8433, -3.3311, -10.3035], [-0.3419, -2.3463, -8.0833], [-1.0544, -1.1230, -9.1086], [-2.7437, -2.3320, -6.8796], [-1.9479, -0.8359, -7.0600], [-4.2828, -0.6816, -7.6908], [-3.3868, -0.3622, -9.1181], [-4.1913, -2.0044, -8.8736], [0.4707, -5.7890, -5.4446], [0.6626, -6.5021, -4.1466], [1.0765, -5.5573, -2.9832], [2.4896, -5.0007, -3.1160], [3.3047, -5.0459, -1.8293], [4.6016, -4.2340, -1.8641], [-0.2781, -4.9958, -5.4933], [0.2346, -6.4232, -6.3062], [1.3938, -5.2780, -5.6566], [-0.2282, -7.0268, -3.9016], [1.5527, -7.1631, -4.1791], [0.8039, -6.1325, -2.1294], [0.3211, -4.7242, -2.9095], [3.1328, -5.6341, -3.7687], [2.5438, -3.9857, -3.5312], [2.7125, -4.7174, -0.9617], [3.5507, -6.0461, -1.4506], [4.3503, -3.1961, -1.9357], [5.1036, -4.4066, -0.9062], [5.2448, -4.4891, -2.7318], [0.2104, -3.7813, 0.9963], [0.5736, -4.7235, 2.1412], [-0.4628, -5.6240, 2.7159], [-0.1732, -5.8577, 4.2132], [-1.1426, -6.9624, 4.7737], [-1.0951, -7.0001, 6.3290], [-0.2294, -4.3753, 0.1804], [1.0607, -3.2262, 0.5715], [-0.5392, -3.0484, 1.3045], [1.4177, -5.3426, 1.8382], [0.9213, -4.0249, 2.9388], [-0.5072, -6.5745, 2.2175], [-1.4349, -5.1593, 2.7710], [0.8800, -6.1592, 4.3963], [-0.3550, -4.9081, 4.7476], [-2.1476, -6.7565, 4.4625], [-0.8688, -7.8704, 4.2916], [-1.6103, -6.1725, 6.7862], [-1.5020, -7.8399, 6.8516], [-0.0493, -6.9385, 6.5965], [0.6390, -1.9332, -3.1522], [0.2163, -0.4735, -3.0838], [0.3652, 0.2030, -1.6658], [1.7443, 0.1400, -1.0178], [1.8297, 0.7984, 0.3248], [1.0119, 0.2391, 1.4469], [-0.0556, -2.4668, -3.9571], [0.4290, -2.3979, -2.1945], [1.6766, -2.1116, -3.3335], [0.8592, 0.0773, -3.7241], [-0.8213, -0.3965, -3.3152], [-0.3481, -0.2686, -0.9897], [0.0088, 1.2526, -1.7674], [2.1227, -0.8998, -0.8509], [2.5082, 0.5615, -1.7265], [2.8574, 0.8790, 0.5683], [1.5630, 1.8237, 0.1686], [1.1436, 0.7467, 2.4035], [-0.0428, 0.3153, 1.1975], [1.2745, -0.8111, 1.5299], [1.7025, 2.8217, -3.8498], [0.5933, 3.6071, -4.3970], [-0.5290, 3.6485, -3.3681], [-1.7375, 4.5510, -3.5982], [-1.1432, 5.9225, -3.7666], [-0.1496, 6.1065, -4.8372], [0.9224, 4.9920, -4.7945], [1.8163, 5.1411, -5.6546], [-0.8169, 5.8696, -6.2190], [0.4412, 7.4346, -4.7355], [0.0081, 2.9636, -5.6874], [1.9315, 3.2510, -2.8836], [2.5076, 2.6862, -4.5634], [1.1828, 1.8277, -3.8114], [-0.8795, 2.5687, -3.2155], [-0.0806, 4.0153, -2.4262], [-2.4249, 4.5397, -2.7402], [-2.4203, 4.1984, -4.4410], [-0.7472, 6.1864, -2.7963], [-1.9027, 6.7168, -3.8882], [-1.6070, 5.1047, -6.2170], [-1.4533, 6.7721, -6.3438], [-0.1177, 5.6800, -7.0054], [-0.5007, 8.0129, -4.9511], [0.7592, 7.5829, -3.6637], [1.2982, 7.4911, -5.4579], [0.5318, 3.1470, -6.6267], [-1.0303, 3.1664, -5.8439], [0.0571, 1.8950, -5.4878], [-5.1453, -4.6587, -4.3833], [-3.9577, -4.6721, -3.4595], [-3.4157, -3.2096, -3.0055], [-2.4560, -3.2966, -1.7774], [-3.1912, -3.8986, -0.5832], [-3.8230, -5.2994, -0.6996], [-4.3788, -5.4856, -2.1296], [-4.8068, -6.5732, -2.3310], [-2.6918, -6.3648, -0.5300], [-4.9723, -5.3680, 0.2040], [-2.7729, -5.4634, -3.9894], [-5.8275, -5.5100, -4.4956], [-4.8829, -4.1705, -5.3378], [-5.8242, -3.9508, -3.9129], [-2.7649, -3.0211, -3.8396], [-4.3628, -2.5647, -3.0794], [-2.1329, -2.3441, -1.3810], [-1.5486, -3.8272, -2.0833], [-3.9940, -3.2118, -0.1973], [-2.4796, -3.9891, 0.2024], [-2.0674, -6.5193, -1.3441], [-2.2651, -6.0769, 0.4376], [-3.1852, -7.2699, -0.2344], [-5.5560, -6.3261, 0.2068], [-4.5902, -5.1090, 1.2423], [-5.7180, -4.5358, 0.0587], [-2.5376, -5.1419, -5.0042], [-3.2157, -6.4892, -4.0807], [-1.9035, -5.5456, -3.3571], [-7.4830, -0.2678, 2.4199], [-6.8449, 0.4141, 1.0762], [-6.7801, 1.9505, 1.1672], [-5.7115, 2.7127, 0.3761], [-4.3303, 2.1157, 0.4056], [-4.3676, 0.6081, 0.2310], [-5.4924, -0.1492, 1.1575], [-5.2374, -1.2700, 1.4053], [-4.5443, 0.2206, -1.3345], [-2.9183, -0.0042, 0.6477], [-7.7172, -0.1787, -0.1315], [-7.8684, -1.2305, 2.2276], [-8.3568, 0.4043, 2.3712], [-6.8935, -0.1955, 3.3648], [-7.7812, 2.3382, 0.8736], [-6.8473, 2.0454, 2.2407], [-5.7114, 3.8351, 0.4628], [-5.9962, 2.8036, -0.7103], [-3.8944, 2.1241, 1.4649], [-3.6684, 2.7691, -0.1417], [-5.1727, -0.7151, -1.1371], [-4.9481, 0.8934, -2.0778], [-3.5056, -0.0726, -1.6674], [-2.1260, 0.5327, 0.0580], [-2.7199, 0.0297, 1.7297], [-2.6735, -1.0832, 0.3147], [-7.7959, 0.1866, -1.1456], [-8.6948, -0.4597, 0.2992], [-7.2328, -1.1925, -0.2181], [6.4760, 7.2041, -0.2432], [5.1115, 7.4252, -0.8211], [5.0272, 6.7276, -2.1837], [3.6105, 6.4645, -2.6331], [2.9520, 5.5217, -1.6635], [2.8834, 6.2217, -0.2278], [4.0894, 6.9621, 0.1110], [4.1201, 7.3758, 1.3076], [1.6689, 7.2465, -0.3030], [2.5832, 5.2049, 0.8777], [4.7926, 8.9663, -1.1285], [6.7547, 6.1252, -0.3226], [6.5483, 7.4436, 0.8093], [7.2403, 7.7238, -0.7383], [5.6297, 7.4054, -2.8526], [5.6121, 5.8059, -2.1209], [3.5736, 6.0649, -3.6797], [3.0023, 7.3522, -2.7310], [3.6640, 4.6953, -1.7272], [1.9387, 5.2016, -1.8542], [1.1143, 7.3528, 0.6207], [2.0543, 8.2619, -0.4698], [0.8795, 7.0504, -0.9923], [2.7883, 5.6227, 1.8342], [1.5922, 4.7391, 0.7985], [3.2856, 4.3382, 0.8862], [3.8066, 8.9505, -1.5113], [5.5375, 9.3808, -1.7796], [4.7609, 9.4859, -0.1895], [-4.8069, -2.1838, 4.6214], [-3.5249, -2.9074, 4.7461], [-2.3884, -2.2391, 3.8442], [-1.6388, -1.0517, 4.4018], [-1.0935, -1.3866, 5.7069], [-2.2106, -1.7160, 6.6992], [-3.1507, -2.8076, 6.1491], [-4.0276, -3.1631, 7.0933], [-1.5658, -2.3489, 7.9364], [-3.0096, -0.5377, 6.9050], [-3.5664, -4.3777, 4.5126], [-5.5114, -2.4634, 5.4172], [-5.2462, -2.0854, 3.5590], [-4.5027, -1.0911, 4.6298], [-1.5441, -3.0041, 3.6921], [-2.7799, -2.0000, 2.8199], [-2.1895, -0.1547, 4.3451], [-0.7259, -1.0016, 3.7546], [-0.4454, -0.5173, 5.9828], [-0.3566, -2.1544, 5.5818], [-1.1005, -1.6109, 8.5995], [-2.3440, -2.6345, 8.6304], [-1.1278, -3.3624, 7.8078], [-3.5893, -0.2694, 6.0717], [-3.7805, -0.7126, 7.6642], [-2.5787, 0.4830, 7.2440], [-4.4897, -4.7896, 4.9637], [-2.7228, -4.8771, 4.9931], [-3.6318, -4.5778, 3.4001], [-1.2258, 4.0714, 2.8496], [-1.4360, 3.7256, 4.3660], [-1.3144, 5.0420, 4.9338], [-2.6175, 5.8982, 4.7874], [-3.8767, 5.1463, 5.1978], [-4.1310, 3.7166, 4.8753], [-2.8462, 2.9341, 4.3662], [-2.7517, 1.8249, 4.2309], [-4.6856, 2.7054, 5.9587], [-4.9329, 3.6317, 3.6527], [-0.4303, 2.5380, 4.7136], [-1.6222, 3.2509, 2.2079], [-0.0996, 3.8823, 2.7091], [-1.4330, 5.0654, 2.5585], [-1.0895, 4.9327, 5.9641], [-0.4810, 5.4599, 4.4123], [-2.7955, 5.8732, 3.7191], [-2.5638, 6.9515, 5.0801], [-4.7914, 5.7278, 5.0247], [-3.9122, 5.0864, 6.2453], [-5.0618, 1.7123, 5.6939], [-4.1303, 2.5419, 6.8535], [-5.6752, 3.1931, 6.1126], [-4.7297, 4.2133, 2.7967], [-4.8704, 2.6193, 3.1706], [-5.8869, 3.8691, 4.1386], [0.5067, 3.0220, 5.0632], [-0.1594, 2.1334, 3.7652], [-0.6986, 1.6465, 5.3684], [4.3784, -2.6816, 8.0918], [2.9310, -2.4827, 7.3926], [2.5318, -1.0200, 7.7395], [3.2106, 0.0503, 6.9757], [2.8815, -0.2650, 5.4961], [3.3272, -1.6205, 5.0320], [2.9657, -2.5448, 5.9724], [3.1476, -3.7771, 5.5514], [2.8857, -1.8832, 3.6263], [4.9097, -1.5641, 4.9951], [2.1005, -3.4631, 8.0925], [4.7200, -3.5935, 7.6435], [4.2013, -2.7929, 9.1608], [4.9506, -1.8056, 7.8858], [1.4696, -0.8264, 7.6042], [2.6328, -1.1069, 8.8243], [4.3054, 0.1132, 7.1442], [2.6700, 1.0023, 7.2453], [3.3266, 0.4238, 4.7435], [1.7857, -0.0433, 5.4462], [3.0623, -2.9537, 3.4275], [1.8604, -1.5672, 3.7859], [3.4219, -1.3956, 2.7948], [5.3164, -1.2535, 5.9206], [5.3711, -2.4874, 4.6943], [5.1480, -0.9515, 4.1421], [1.9809, -3.2785, 9.1248], [2.3830, -4.4707, 7.8576], [1.2476, -3.1552, 7.4775]],
  "mulliken_charge": [-1.40, 1.27, -0.96, 0.54, -0.40, -1.07, 0.13, 0.35, 0.45, -0.42, -0.22, 0.38, 0.27, -0.45, 0.19, 0.34, 0.25, 0.29, 0.41, 0.10, -0.88, -0.72, 0.30, -0.88, 0.51, -1.07, 0.53, 0.35, 0.00, 0.41, 0.23, 0.52, -0.56, 0.62, 0.16, -0.79, 0.70, 0.01, 0.55, 0.18, -0.73, 0.32, -1.27, 0.14, 0.59, -1.52, 0.31, -0.11, 0.34, 0.28, -0.20, 0.48, 0.45, -0.45, 0.42, -0.31, 0.24, 0.46, 0.32, 0.32, -0.82, -1.43, 0.72, 0.16, -0.18, -1.37, 0.07, 0.30, 0.37, 0.48, 0.64, 0.71, -0.83, 0.52, -0.43, -0.25, 0.49, 0.23, 0.41, 0.34, 0.18, -0.51, 0.14, 0.03, -1.01, -1.13, -0.24, 0.17, -0.18, 0.83, -0.42, 0.99, -0.63, 0.69, -0.56, 0.36, 0.63, 0.13, 0.36, 0.32, 0.82, -0.41, 1.41, 0.93, -1.02, 1.15, 0.04, -1.15, 0.20, -0.44, 0.48, -0.35, -0.18, -0.02, -0.73, -0.20, 0.06, 0.58, -0.17, -0.75, 2.12, 2.20, -0.49, -0.75, -1.18, 1.28, 1.44, -0.78, -1.74, -1.41, -2.18, -0.32, -1.33, -1.35, -0.25, 0.06, 0.35, 0.32, -0.13, 0.53, 0.35, 0.45, 0.28, 0.49, 0.14, 0.38, 0.31, 0.27, 0.57, -1.83, 2.06, -1.51, 2.24, 0.15, 1.72, 0.65, -0.75, -1.68, -1.13, -1.62, 0.35, 0.22, 0.55, 0.26, 0.19, -0.27, -0.77, -0.57, -0.34, 0.15, 0.31, 0.50, 0.38, -0.01, 0.30, 0.10, 0.44, -0.01, -1.73, 0.90, -1.16, -0.85, 0.08, 1.07, 1.10, -0.48, -0.66, -0.88, -1.34, 0.46, 0.69, 0.06, 0.28, 0.49, 0.49, 0.61, -0.89, 0.34, -0.02, 0.28, -0.15, 0.39, -0.18, -0.15, 0.33, 0.42, 0.21, -1.91, 1.45, -1.39, -0.68, 0.71, 1.38, 1.41, -0.70, -1.60, -1.91, -1.78, 0.21, 0.40, 0.53, 0.56, 0.16, 0.13, 0.33, -0.26, -0.21, 0.45, 0.28, 0.17, 0.91, 0.18, -0.05, 0.35, 0.49, 0.39, -0.79, 1.76, 1.39, 1.24, -0.26, 1.97, 0.87, -0.66, -1.84, -1.10, -0.56, 0.37, 0.01, -0.36, -1.18, -0.24, -0.11, -1.17, -0.49, 0.01, 0.33, 0.62, 0.07, -0.35, 0.36, 0.12, 0.55, -0.19, -0.49, -1.37, 1.57, -1.07, -0.83, -1.60, 2.04, -0.39, 0.65, -1.77, -1.27, -1.59, -0.15, 0.23, 0.67, 0.48, 0.45, 0.27, 0.42, 0.39, 0.62, 0.22, 0.49, 0.50, 0.58, -0.72, 0.60, 0.51, 0.05, -0.10, -1.87, 0.68, -0.69, -0.88, -0.03, 0.77, 1.78, -0.71, -0.73, -1.95, -1.34, 0.47, 0.46, 0.37, -0.12, 0.57, 0.46, 0.36, 0.46, -0.68, 0.69, -0.47, 0.32, 0.28, 0.38, 0.57, 0.49, 0.44, 0.03]
}